Entry 1:
Molecular formula: C49H100BF5N5O16
Method: DFT, ωB97M-V/def2-TZVPD

Each line ends with the Mulliken charge.
Positions of all 176 atoms, in Å:
C 0.5999 -2.5718 6.1201  -0.90
C -0.3583 -1.5509 5.2777  -0.20
C -1.0549 -2.3131 4.0104  -0.68
O -0.6861 -1.5296 2.8278  0.04
C -0.8759 -2.3806 1.6323  -1.36
C -0.8884 -1.5848 0.2517  1.16
O -1.3393 -2.4822 -0.8015  -0.39
C -1.3582 -3.8392 -0.5320  0.65
N -1.3354 -5.0060 -0.1836  -0.70
C -2.1086 -0.4370 0.1085  0.87
C -2.5237 0.4522 1.3520  -0.81
C -1.4449 1.3509 2.0857  0.02
O -1.6879 2.5906 2.2766  -0.60
N -3.2065 -1.1918 -0.5194  -0.26
C -4.2487 -1.5628 0.1717  0.68
C -4.5102 -3.1731 0.3345  -1.15
C -5.4805 -0.7432 0.7852  -1.24
C -1.5447 0.3968 -1.2059  0.05
C -2.0567 -0.0723 -2.6661  -1.27
C -1.9481 1.9843 -1.2827  -0.69
C -3.4792 2.3373 -1.5027  0.03
C -3.7418 2.8399 -3.0392  -1.16
F -4.4799 1.3627 -1.2246  -0.28
N -0.0256 0.2902 -0.9553  0.97
C 0.8870 1.1166 -1.8509  -1.04
C 1.3263 2.5445 -1.2463  0.01
C 2.8080 2.8797 -1.8185  -0.68
N 3.4624 3.9228 -0.9644  -0.56
C 0.5326 -1.0148 -0.3652  0.21
B 1.7414 -0.7207 0.7475  -0.09
O 2.1590 0.6432 1.1245  -0.45
N 2.5743 -1.7805 1.4190  0.20
C 4.0301 -1.3095 1.3275  -0.97
C 2.3716 -1.8424 2.9060  -0.46
C 1.3687 -1.9734 -1.3623  0.62
F 2.7660 -1.5583 -1.4853  -0.35
F 1.5407 -3.3183 -0.8556  -0.30
C 0.8831 -2.0604 -2.8854  0.53
F 0.0778 -3.2296 -3.1798  -0.28
F 2.0581 -2.2577 -3.7240  -0.34
H 0.1935 -3.6315 5.9448  0.19
H 1.7043 -2.4601 5.8233  0.16
H 0.4625 -2.3012 7.2324  0.35
H 0.2336 -0.6367 4.8840  0.15
H -1.1773 -1.1368 5.9827  0.48
H -0.7181 -3.4053 3.9464  0.39
H -2.2027 -2.2641 4.1900  0.25
H -1.9137 -2.8502 1.8727  0.23
H -0.0222 -3.1654 1.7232  0.68
H -3.3539 1.1825 0.9981  0.28
H -3.0369 -0.1759 2.1862  0.53
H -0.4289 0.9729 2.4990  0.05
H -4.2413 -3.6050 -0.7113  0.23
H -5.6225 -3.4202 0.4825  0.47
H -3.8236 -3.6573 1.1052  0.13
H -6.3628 -0.8486 0.0381  0.42
H -5.8750 -1.1996 1.7758  0.34
H -5.3143 0.3729 0.9354  0.26
H -1.6122 0.6019 -3.5026  0.27
H -1.7273 -1.1454 -2.9480  0.27
H -3.1846 -0.0448 -2.8137  0.35
H -1.5846 2.5657 -0.3421  0.11
H -1.3987 2.5203 -2.1560  0.34
H -3.7197 3.2739 -0.8587  0.34
H -2.8509 3.3999 -3.4842  0.30
H -4.0609 1.9103 -3.6386  0.30
H -4.6274 3.5901 -3.0533  0.35
H 0.0003 0.9068 -0.1031  -0.14
H 0.3064 1.3646 -2.8268  0.36
H 1.8354 0.5964 -2.1959  0.71
H 1.2190 2.6641 -0.1172  0.24
H 0.6291 3.3446 -1.7212  0.04
H 2.6787 3.2856 -2.8967  0.28
H 3.4875 1.9618 -1.8915  0.33
H 3.8905 3.3904 -0.1823  0.30
H 2.6720 4.4779 -0.5720  0.24
H 1.7578 0.8263 2.0049  0.35
H 4.2434 -0.7009 0.3835  0.24
H 4.7520 -2.2066 1.3188  0.18
H 4.2813 -0.6035 2.2154  0.42
H 3.3386 -2.0783 3.4999  0.39
H 1.7948 -0.9437 3.3502  -0.05
H 1.6839 -2.7605 3.1037  -0.07
H 0.3827 -1.1340 -3.3175  0.14
C -8.8603 -7.0996 -0.7364  -0.86
O -8.8759 -6.7210 0.6316  -0.25
C -9.7957 -7.4756 1.4163  -0.52
C -9.1504 -7.9647 2.7148  -0.25
O -8.1354 -8.9577 2.5645  -0.46
C -6.9194 -8.5624 1.9245  -0.31
C -6.0793 -7.5288 2.6719  -0.55
O -6.7083 -6.2522 2.6668  -0.24
C -6.6789 -5.5898 3.9154  -0.85
H -9.6545 -6.5824 -1.2804  0.29
H -7.8951 -6.8029 -1.1538  0.22
H -8.9582 -8.1835 -0.8619  0.41
H -10.1996 -8.3303 0.8651  0.36
H -10.6264 -6.8052 1.6689  0.37
H -9.9370 -8.4418 3.3086  0.43
H -8.7895 -7.1338 3.3209  0.05
H -7.1076 -8.2610 0.8971  0.08
H -6.3238 -9.4822 1.8590  0.42
H -5.1124 -7.4211 2.1727  0.38
H -5.8989 -7.8867 3.6933  0.37
H -6.8372 -6.2807 4.7491  0.42
H -7.4948 -4.8618 3.9301  0.25
H -5.7306 -5.0589 4.0379  0.22
C -1.5093 7.3409 -4.2629  -0.80
O -1.4161 7.7638 -2.9111  -0.32
C -1.4907 6.6931 -1.9773  -0.10
C -0.3926 6.8006 -0.9166  -0.50
O 0.9400 6.5834 -1.3824  -0.36
C 1.4883 7.5576 -2.2785  0.08
C 1.7013 8.9524 -1.6954  -0.72
O 0.4604 9.6050 -1.4568  -0.27
C 0.3890 10.2740 -0.2122  -0.83
H -2.5574 7.2400 -4.5555  0.29
H -1.0411 8.1069 -4.8851  0.25
H -0.9746 6.3996 -4.4347  0.34
H -1.4298 5.7157 -2.4686  -0.04
H -2.4662 6.7687 -1.4806  0.46
H -0.5746 6.0107 -0.1791  0.48
H -0.4592 7.7374 -0.3641  0.12
H 0.9181 7.5908 -3.2034  0.06
H 2.4753 7.1634 -2.5533  0.18
H 2.2607 9.5603 -2.4111  0.43
H 2.2976 8.8689 -0.7780  0.35
H 0.8771 9.7063 0.5863  0.38
H -0.6664 10.3787 0.0542  0.24
H 0.8318 11.2697 -0.2941  0.30
C 4.0927 -6.8687 2.0912  -0.71
O 4.8191 -6.8422 3.3105  -0.30
C 5.3207 -5.5516 3.6415  -0.12
C 5.0324 -5.1996 5.1025  -0.34
O 3.6580 -4.9832 5.4261  -0.40
C 2.7846 -6.1171 5.3582  -0.06
C 3.0604 -7.2300 6.3670  -0.70
O 4.2684 -7.9136 6.0608  -0.27
C 5.0892 -8.1687 7.1846  -0.83
H 4.7765 -6.9851 1.2468  0.29
H 3.4202 -7.7290 2.1221  0.27
H 3.4786 -5.9702 1.9612  0.25
H 4.9100 -4.7729 2.9903  -0.07
H 6.4076 -5.5834 3.4968  0.43
H 5.5331 -4.2484 5.3127  0.44
H 5.4793 -5.9221 5.7849  0.07
H 2.7316 -6.4986 4.3415  0.09
H 1.7853 -5.7170 5.5764  0.30
H 2.2491 -7.9619 6.3270  0.40
H 3.0836 -6.7997 7.3762  0.36
H 5.0921 -7.3302 7.8882  0.38
H 6.1141 -8.3056 6.8293  0.24
H 4.7656 -9.0837 7.6871  0.30
C 4.8945 5.3960 -4.1594  -0.91
O 5.7379 6.4013 -4.6978  -0.27
C 6.8794 5.8805 -5.3729  -0.50
C 7.0796 6.5565 -6.7308  -0.30
O 6.0938 6.2594 -7.7202  -0.47
C 4.7687 6.7487 -7.4956  -0.17
C 4.6091 8.2677 -7.5042  -0.53
O 5.2135 8.8555 -6.3590  -0.24
C 5.9729 10.0161 -6.6377  -0.89
H 5.2574 5.0856 -3.1766  0.46
H 3.8946 5.8232 -4.0479  0.10
H 4.8136 4.5295 -4.8261  0.43
H 6.8151 4.7966 -5.5107  0.33
H 7.7505 6.0963 -4.7423  0.36
H 8.0242 6.1854 -7.1421  0.44
H 7.2087 7.6337 -6.6272  0.08
H 4.3431 6.3045 -6.5990  -0.05
H 4.1772 6.3531 -8.3318  0.43
H 3.5450 8.5185 -7.4796  0.38
H 5.0329 8.6659 -8.4346  0.36
H 6.5347 9.9228 -7.5724  0.41
H 6.6967 10.1477 -5.8288  0.24
H 5.3213 10.8928 -6.6734  0.29

Summary:
DFT total energy = -3927.90459 a.u.
Total charge = +1

Entry 2:
Molecular formula: C49H102F2I2N2O17P2S2Si
Method: DFT, ωB97M-V/def2-TZVPD

Each line ends with the Mulliken charge.
Positions of all 179 atoms, in Å:
C 4.6341 -0.0991 0.8263  -1.03
C 3.8298 -1.4261 0.4171  0.16
P 2.4557 -1.8835 1.6823  0.54
C 3.4368 -3.0357 2.8094  -1.01
C 0.9246 -2.7217 0.8232  2.44
C 1.2090 -3.4137 -0.5785  0.60
F 2.5983 -3.8011 -0.8019  -0.32
F 0.5479 -4.7103 -0.7564  -0.39
C 0.8375 -2.6728 -1.9402  -0.78
C -0.6786 -2.8248 -2.4687  0.45
Si -0.5877 -2.4293 -4.3776  0.27
C 0.6539 -0.9645 -4.6955  -0.37
C -2.2842 -1.7891 -5.0623  -0.94
C 0.0424 -3.8934 -5.4276  0.51
C 1.4907 -4.4585 -5.3050  -0.16
C 1.9764 -5.6337 -6.2245  -0.59
C 1.0197 -6.2603 -7.2708  -0.35
C -0.4214 -5.7242 -7.4062  -0.47
C -0.8757 -4.5674 -6.4909  -0.29
C 0.0098 -1.3598 0.6589  -1.24
S 0.9624 0.1078 -0.0373  0.60
C -0.7265 -0.7675 1.9344  -0.46
O -2.1785 -0.7888 1.6636  -0.28
C -2.6292 0.2644 0.7945  -0.12
C -3.5953 1.3124 1.5950  0.43
C -4.0246 0.6835 3.0265  -0.98
O -3.0315 2.6358 1.7404  -0.51
P -0.2580 1.0137 2.4883  0.34
N 1.2395 1.2284 2.9912  -0.57
S -0.6148 -1.7558 3.5197  2.00
O -1.9871 -2.0523 4.1185  -0.52
O 0.0581 -0.9844 4.6521  -0.84
O 0.3536 -3.0021 3.1824  -0.29
C 0.1425 -3.7027 1.8884  1.22
C -1.3509 -4.0836 1.5408  -1.52
N -1.9586 -3.6940 0.2462  -0.19
C 0.8906 -5.0813 2.2833  -1.35
I 2.5545 -6.1182 1.3625  0.05
C 0.4379 -5.8145 3.4467  0.00
C 1.1837 -7.1715 3.9420  -1.21
I -1.2338 -5.3379 4.7448  0.09
H 5.2831 -0.3609 1.7368  0.29
H 5.2588 0.3088 -0.0356  0.37
H 3.8354 0.6905 1.1053  0.19
H 4.5622 -2.3134 0.2804  0.46
H 3.3944 -1.2579 -0.6411  -0.37
H 4.1515 -2.3544 3.4159  0.43
H 2.8323 -3.6105 3.5822  0.28
H 4.1249 -3.6885 2.1657  0.10
H 1.2714 -1.6278 -2.0803  -0.20
H 1.4084 -3.2741 -2.7585  -0.14
H -1.1035 -3.8770 -2.4209  0.38
H -1.4118 -2.0485 -2.0704  -0.22
H 1.6846 -1.3893 -4.4456  0.12
H 0.3937 -0.1581 -3.9221  -0.27
H 0.5564 -0.6222 -5.7768  0.51
H -2.0710 -1.5025 -6.1644  0.28
H -3.1008 -2.5871 -5.0303  0.32
H -2.6199 -0.8187 -4.5562  0.16
H 2.2764 -4.0439 -4.5937  0.18
H 3.0430 -6.0188 -6.1243  0.31
H 1.4199 -7.1031 -7.9282  0.30
H -1.1617 -6.1209 -8.1730  0.32
H -1.9378 -4.1690 -6.6230  0.18
H -0.7952 -1.5159 -0.1477  -0.34
H 0.4915 0.4252 -1.3075  -0.37
H -1.8432 0.7749 0.1473  -0.20
H -3.3511 -0.2377 0.0360  0.30
H -4.5821 1.4212 0.9980  0.01
H -4.5867 -0.3034 2.8442  0.23
H -4.7506 1.3832 3.5757  0.44
H -3.1366 0.4914 3.7129  -0.02
H -2.6042 2.8355 0.8800  0.33
H -1.1360 1.3132 3.5912  0.11
H -0.5469 1.9994 1.4656  0.06
H 1.2306 1.4981 3.9955  0.24
H -1.4202 -5.2432 1.5335  0.51
H -2.1436 -3.8162 2.3414  0.20
H -2.9333 -3.3842 0.3986  0.26
H -2.0477 -4.5024 -0.3878  0.35
H 0.7270 -7.6058 4.8903  0.42
H 2.2853 -6.9396 4.2077  0.25
H 1.1070 -8.0077 3.1474  0.31
C 7.7363 -4.3523 3.0548  -0.92
O 6.5268 -5.0969 2.9842  -0.16
C 6.7451 -6.4614 2.6336  -0.40
C 6.7621 -7.3640 3.8653  -0.50
O 7.8531 -7.0566 4.7303  -0.40
C 7.4760 -6.2060 5.8058  -0.67
H 7.5450 -3.4481 3.6354  0.25
H 8.5417 -4.9082 3.5374  0.40
H 8.0503 -4.0673 2.0459  0.31
H 7.6681 -6.5686 2.0532  0.37
H 5.9115 -6.7632 1.9903  0.23
H 6.8991 -8.3981 3.5362  0.37
H 5.8121 -7.3104 4.4086  0.29
H 7.0049 -6.7969 6.5957  0.32
H 6.7915 -5.4152 5.4881  0.24
H 8.3795 -5.7396 6.2030  0.25
C 4.6250 3.0910 -6.9655  -0.69
O 5.0815 3.6767 -5.7527  -0.40
C 4.0238 4.2621 -4.9978  -0.58
C 3.5321 3.3262 -3.8957  -0.35
O 2.9508 2.1385 -4.4316  -0.18
C 3.8607 1.0446 -4.4543  -0.73
H 5.3881 2.3927 -7.3136  0.26
H 3.6890 2.5445 -6.8395  0.24
H 4.4868 3.8716 -7.7198  0.34
H 3.2004 4.5635 -5.6551  0.25
H 4.4264 5.1682 -4.5330  0.40
H 2.7470 3.8375 -3.3304  0.29
H 4.3386 3.0793 -3.1966  0.33
H 3.9077 0.5849 -3.4630  0.11
H 4.8653 1.3461 -4.7613  0.47
H 3.4893 0.3081 -5.1692  0.22
C -1.8589 5.0467 -1.7694  -0.74
O -0.9736 3.9319 -1.7863  -0.18
C -1.5087 2.8204 -2.4986  1.24
C -0.9743 2.7588 -3.9302  -0.01
O -1.3898 3.8880 -4.6969  -0.41
C -0.3962 4.9040 -4.7527  -0.66
H -1.2796 5.9371 -1.5188  0.10
H -2.3443 5.2107 -2.7328  0.40
H -2.6250 4.8937 -1.0024  0.24
H -2.6048 2.8439 -2.4864  -0.31
H -1.1902 1.9161 -1.9668  -0.57
H -1.3896 1.8720 -4.4188  0.15
H 0.1176 2.6647 -3.9422  -0.06
H 0.3482 4.6503 -5.5123  0.30
H 0.1027 5.0490 -3.7909  0.24
H -0.8830 5.8402 -5.0322  0.30
C -2.8424 -1.5785 6.8234  -0.66
O -3.6979 -2.1717 7.7965  -0.37
C -3.6461 -1.4994 9.0513  -0.46
C -4.8043 -0.5169 9.2126  -0.49
O -4.7375 0.5399 8.2573  -0.40
C -5.5661 0.3079 7.1260  -0.61
H -3.1689 -1.9077 5.8388  0.16
H -2.8722 -0.4877 6.8498  0.34
H -1.8141 -1.9138 6.9873  0.31
H -2.6816 -0.9960 9.1809  0.30
H -3.7276 -2.2665 9.8290  0.41
H -4.7338 -0.0557 10.2021  0.38
H -5.7703 -1.0306 9.1528  0.29
H -6.5990 0.5767 7.3638  0.37
H -5.5301 -0.7324 6.7926  0.31
H -5.2133 0.9427 6.3107  0.12
C -5.4317 2.8451 -4.6712  -0.53
O -6.2689 2.2627 -3.6795  -0.44
C -6.1991 2.9522 -2.4339  0.14
C -7.3568 3.9340 -2.2659  -0.63
O -7.3081 4.9783 -3.2354  -0.40
C -8.1555 4.7305 -4.3502  -0.74
H -5.7728 2.5015 -5.6493  0.32
H -5.4637 3.9356 -4.6589  0.33
H -4.3996 2.5144 -4.5177  0.06
H -5.2336 3.4599 -2.3264  -0.08
H -6.2659 2.1949 -1.6452  0.31
H -7.2708 4.4078 -1.2837  0.38
H -8.3224 3.4177 -2.3032  0.33
H -9.1845 5.0005 -4.0985  0.32
H -8.1233 3.6861 -4.6709  0.33
H -7.8178 5.3553 -5.1791  0.25
C 0.9173 10.2982 2.0045  -0.70
O 0.7543 9.2347 2.9340  -0.38
C -0.4995 8.5717 2.7900  -0.58
C -0.3715 7.2963 1.9599  -0.34
O 0.0209 7.5768 0.6171  -0.34
C 1.4194 7.4187 0.4124  -0.86
H 1.9816 10.5309 1.9381  0.25
H 0.5576 10.0405 1.0071  0.29
H 0.3817 11.1827 2.3626  0.33
H -1.2473 9.2478 2.3607  0.34
H -0.8354 8.3013 3.7965  0.36
H -1.3523 6.8143 1.9103  0.31
H 0.3238 6.5889 2.4249  0.36
H 1.6539 6.3605 0.2696  0.28
H 2.0069 7.8102 1.2467  0.44
H 1.6950 7.9680 -0.4900  0.26

Summary:
DFT total energy = -5879.75549 a.u.